Entry from OMol25: Br2FH2PSi in the gas phase at a distorted geometry (ωB97M-V with the def2-TZVPD basis set).

Atoms and positions in Å:
F 1.785 0.836 0.734
Si 0.648 -0.095 0.043
P -1.269 1.130 0.062
Br 0.951 -1.983 1.131
Br 1.182 -0.648 -2.391
H -1.279 0.512 1.242
H -2.018 0.248 -0.821

SMILES: F[Si](P)(Br)Br
Charge: 0
Relative energy (zero: lowest compared OMol25 entry of this formula, charge and spin) in kcal per mole: 16.8
Frontier orbital gap in Ha: 0.3612

Entry from OMol25: a molecular structure, C5H13ClNOP at a distorted geometry (ωB97M-V with the def2-TZVPD basis set).

Atoms and positions in Å:
C -0.170 1.591 1.334
C -1.684 2.222 -0.598
C 1.469 -1.006 -1.069
C 0.105 -2.641 0.068
C -0.543 1.362 -0.176
N 0.338 -1.310 -0.322
O -2.072 -0.849 0.606
P -1.108 -0.382 -0.409
Cl 3.621 -0.419 0.809
H -0.459 2.575 1.692
H -0.888 1.048 1.996
H 0.803 1.137 1.515
H -1.601 3.266 -0.407
H -2.552 1.828 -0.114
H -1.701 2.012 -1.715
H 2.370 -0.808 -0.130
H 1.980 -1.959 -1.545
H 1.367 -0.097 -1.612
H -0.072 -3.406 -0.619
H 1.124 -2.950 0.512
H -0.757 -2.653 0.879
H 0.430 1.440 -0.693

Charge: 0
Relative energy (zero: lowest compared OMol25 entry of this formula, charge and spin) in kcal per mole: 102.3
Frontier orbital gap (alpha / beta) in Ha: 0.2352 / 0.2579

Entry from OMol25: a molecular structure, C26H19Br2N4O2SSn at a distorted geometry (ωB97M-V with the def2-TZVPD basis set).

Atoms and positions in Å:
Sn 2.538 -0.055 -0.613
C -0.554 4.992 4.767
C -0.162 3.637 4.403
C -1.132 2.714 3.993
C -0.734 1.542 3.380
C 0.585 1.292 3.188
C 1.596 2.100 3.725
C 1.188 3.279 4.347
S 0.981 -0.141 2.222
O 0.142 -1.295 2.519
O 2.418 -0.242 2.348
N 0.801 0.339 0.659
C -0.287 -0.039 -0.199
C -1.586 0.320 0.151
C -2.528 -0.254 -0.821
C -1.915 -0.869 -2.908
C -0.568 -0.679 -3.509
C -0.078 -0.852 -4.795
C 1.301 -1.137 -4.967
C 2.192 -1.111 -3.877
N 1.746 -0.896 -2.654
C 0.417 -0.558 -2.383
H -0.051 5.248 5.745
H -1.621 5.213 4.731
H 0.020 5.700 4.101
H -2.176 2.912 4.093
H -1.509 0.925 2.920
H 2.652 1.847 3.496
H 1.903 3.971 4.773
H -1.743 1.216 0.771
H -3.565 -0.448 -0.459
H -2.640 -1.333 -3.625
H -0.773 -0.837 -5.644
H 1.707 -1.287 -5.990
H 3.249 -1.329 -4.030
Br 0.092 -6.497 0.267
C 0.827 -4.772 0.005
C 2.045 -4.511 0.517
C 2.482 -3.196 0.402
N 1.730 -2.220 -0.142
C 0.494 -2.483 -0.528
C 0.008 -3.812 -0.547
C -0.261 -1.331 -1.111
C -1.804 -1.475 -1.484
C -2.473 0.490 -2.309
Br -4.257 0.799 -3.124
C -1.695 1.738 -2.362
C -0.329 1.762 -2.182
N 0.439 0.779 -1.649
H 2.629 -5.230 1.122
H 3.446 -2.954 0.791
H -0.918 -3.991 -1.113
H -2.314 -2.399 -1.331
H -2.136 2.704 -2.619
H 0.184 2.716 -2.462

Charge: +1
Relative energy (zero: lowest compared OMol25 entry of this formula, charge and spin) in kcal per mole: 112.2
Frontier orbital gap (alpha / beta) in Ha: 0.2204 / 0.2441

Entry from OMol25: C6H7IO in the gas phase at a distorted geometry (ωB97M-V with the def2-TZVPD basis set).

Atoms and positions in Å:
C -2.984 1.163 -0.247
C -2.182 2.191 -0.339
C -1.482 3.248 -0.364
C 0.549 -0.351 1.479
C 0.545 -0.437 -1.022
C -0.203 0.006 0.221
O -1.076 4.347 -0.405
I -2.148 -0.973 0.092
H -4.075 1.185 -0.372
H -0.091 -0.167 2.352
H 1.388 0.300 1.525
H 0.868 -1.399 1.475
H 0.854 -1.508 -1.160
H 1.381 0.190 -0.948
H -0.160 -0.215 -1.937

Charge: 0
Relative energy (zero: lowest compared OMol25 entry of this formula, charge and spin) in kcal per mole: 106.7
Frontier orbital gap (alpha / beta) in Ha: 0.2290 / 0.2291

Entry from OMol25: a molecular structure, C26H23BFN8SbSe4Y at a distorted geometry (ωB97M-V with the def2-TZVPD basis set).

Atoms and positions in Å:
Y -0.664 1.242 1.587
C 3.752 -0.216 1.645
C 2.701 0.634 1.273
N 1.528 0.069 1.526
N 1.787 -1.135 2.084
C 3.118 -1.335 2.150
B 0.546 -2.019 2.468
N -0.233 -1.356 3.631
C -0.574 -1.893 4.823
C -1.175 -0.908 5.574
C -1.171 0.233 4.749
N -0.605 -0.047 3.587
N -0.323 -2.104 1.185
C -0.287 -2.988 0.168
C -1.106 -2.522 -0.838
C -1.619 -1.312 -0.342
N -1.137 -1.059 0.869
N 1.040 -3.398 2.971
C 1.909 -3.584 3.997
C 1.952 -4.924 4.285
C 1.037 -5.493 3.371
N 0.482 -4.578 2.592
H 4.814 -0.042 1.558
H 2.728 1.624 0.841
H 3.531 -2.256 2.527
H -0.379 -2.931 5.051
H -1.572 -0.993 6.575
H -1.558 1.222 4.959
H 0.300 -3.890 0.240
H -1.314 -2.991 -1.788
H -2.314 -0.617 -0.794
H 2.403 -2.747 4.470
H 2.544 -5.416 5.042
H 0.754 -6.532 3.254
Se -2.961 4.011 4.923
Sb -2.094 3.624 2.682
Se -2.447 5.448 1.123
Se -3.297 1.529 1.803
Se 0.440 3.223 2.971
C -0.415 2.241 -0.412
C -0.181 2.780 -1.609
C -1.050 3.837 -2.149
C -0.811 4.422 -3.332
C 0.376 4.049 -4.122
C 1.215 3.093 -3.724
C 0.981 2.264 -2.481
H -1.871 4.151 -1.514
H -1.458 5.215 -3.693
H 0.582 4.593 -5.040
H 2.099 2.861 -4.318
H 1.897 2.285 -1.889
F -2.984 -0.027 -6.978
C -2.082 0.149 -5.976
C -0.752 -0.087 -6.235
C 0.164 0.102 -5.201
C -0.237 0.513 -3.934
C 0.755 0.767 -2.822
C -1.600 0.731 -3.720
C -2.530 0.555 -4.739
H -0.442 -0.406 -7.224
H 1.219 -0.070 -5.390
H 1.713 0.298 -3.068
H 0.391 0.305 -1.903
H -1.931 1.067 -2.740
H -3.586 0.737 -4.579

Charge: -2
Relative energy (zero: lowest compared OMol25 entry of this formula, charge and spin) in kcal per mole: 0.0
2S+1: 2
Frontier orbital gap (alpha / beta) in Ha: 0.1992 / 0.1997

Entry from OMol25: 7 unconnected molecules or ions with the total composition C21H21F6NO22 at a distorted geometry (ωB97M-V with the def2-TZVPD basis set).

Atoms and positions in Å:
N -0.282 -3.352 -4.809
C 0.116 -3.595 -3.417
C -0.917 -4.589 -2.743
O -2.121 -4.403 -3.007
O -0.446 -5.497 -2.031
C 0.189 -2.282 -2.595
O 1.315 -1.931 -2.133
O -0.858 -1.633 -2.405
H -0.541 -2.392 -4.975
H 0.409 -3.681 -5.468
H 1.110 -4.038 -3.378
C 3.086 -2.440 -9.269
C 1.880 -1.645 -8.831
O 1.271 -2.498 -7.893
C 2.265 -3.257 -7.334
O 2.161 -3.879 -6.343
O 3.404 -3.177 -8.092
F 1.021 -1.430 -9.867
H 2.844 -3.130 -10.080
H 3.922 -1.811 -9.572
H 2.114 -0.690 -8.356
C -1.216 -0.695 0.633
C -2.373 0.167 1.049
O -2.968 -0.588 2.099
C -1.963 -1.311 2.666
O -2.050 -1.841 3.733
O -0.875 -1.334 1.888
F -3.270 0.317 0.041
H -1.496 -1.450 -0.107
H -0.380 -0.124 0.243
H -2.094 1.152 1.429
C -1.146 -0.598 6.634
C -2.310 0.265 7.047
O -2.893 -0.492 8.101
C -1.887 -1.212 8.673
O -1.962 -1.741 9.734
O -0.794 -1.231 7.881
F -3.214 0.410 6.055
H -1.428 -1.357 5.903
H -0.314 -0.024 6.237
H -2.033 1.253 7.423
C -3.713 2.883 -1.359
C -3.980 4.193 -2.052
O -4.282 5.060 -0.971
C -3.607 4.577 0.117
O -3.427 5.194 1.114
O -3.175 3.321 -0.103
F -5.060 4.126 -2.877
H -4.626 2.314 -1.183
H -3.005 2.255 -1.894
H -3.130 4.592 -2.608
C 4.293 0.944 6.881
C 3.255 1.913 7.390
O 2.351 1.991 6.308
C 2.417 0.791 5.646
O 1.622 0.410 4.863
O 3.521 0.097 6.031
F 3.784 3.145 7.619
H 5.065 1.445 6.295
H 4.765 0.371 7.676
H 2.724 1.579 8.283
C 2.380 1.202 -2.084
C 2.441 2.649 -2.500
O 1.132 3.109 -2.225
C 0.661 2.340 -1.191
O -0.289 2.623 -0.538
O 1.424 1.252 -1.014
F 2.686 2.791 -3.834
H 2.002 0.549 -2.875
H 3.334 0.816 -1.739
H 3.161 3.254 -1.942

Charge: -2
Frontier orbital gap in Ha: 0.1211

Entry from OMol25: a molecular structure, C4H9N at a distorted geometry (ωB97M-V with the def2-TZVPD basis set).

Atoms and positions in Å:
C -0.035 1.245 -1.368
C 0.100 -0.157 -0.534
C 0.886 -0.281 0.807
C -0.946 -0.807 0.483
H -0.541 2.123 -0.905
H 1.043 1.415 -1.425
H -0.554 0.982 -2.225
H 0.522 -0.842 -1.245
H 2.023 -0.352 0.578
H 0.564 0.810 1.284
H 0.024 -1.418 2.354
H -1.677 -0.114 0.870
H -1.583 -1.461 -0.055
N 0.175 -1.141 1.382

Charge: 0
Relative energy (zero: lowest compared OMol25 entry of this formula, charge and spin) in kcal per mole: 79.5
Frontier orbital gap in Ha: 0.3451

Entry from OMol25: C4H8FN3O4 in the gas phase at a distorted geometry (ωB97M-V with the def2-TZVPD basis set).

Atoms and positions in Å:
C -1.164 1.825 0.975
C -1.117 0.939 -1.372
C -0.569 -0.545 0.397
C 1.160 -0.803 0.274
N -0.973 0.662 -0.029
N 1.333 -1.997 1.069
N 1.682 -0.947 -1.136
O 0.670 -2.962 0.827
O 2.149 -1.860 1.982
O 1.297 -1.878 -1.830
O 2.481 -0.098 -1.449
F 1.807 0.165 0.840
H -0.967 2.827 0.602
H -2.207 1.984 1.196
H -0.382 1.777 1.772
H -2.060 0.697 -1.740
H -0.980 2.010 -1.623
H -0.385 0.492 -2.091
H -0.798 -0.815 1.478
H -0.977 -1.473 -0.141

SMILES: CN(C)CC(F)([N+](=O)[O-])[N+](=O)[O-]
Charge: 0
Relative energy (zero: lowest compared OMol25 entry of this formula, charge and spin) in kcal per mole: 0.0
Frontier orbital gap in Ha: 0.3160

Entry from OMol25: 5 unconnected molecules or ions with the total composition C25H60N6O9S at a distorted geometry (ωB97M-V with the def2-TZVPD basis set).

Atoms and positions in Å:
N -2.315 -4.267 1.561
C -1.945 -3.428 0.685
C -2.830 -2.958 -0.456
C -3.802 -1.853 -0.007
C -3.464 -0.473 -0.595
C -2.064 0.036 -0.231
C -1.857 0.754 1.106
C -2.358 -0.004 2.315
N -3.285 0.656 3.146
O -1.969 -1.121 2.598
C -4.583 0.567 -0.357
C -5.750 -0.005 0.413
O -6.758 0.943 0.601
O -6.341 -1.032 -0.381
S -5.451 -2.354 -0.553
O -5.932 -3.336 0.378
O -5.413 -2.699 -1.939
H -3.273 -4.574 1.388
H -0.948 -2.999 0.730
H -3.410 -3.826 -0.765
H -2.251 -2.635 -1.317
H -3.864 -1.862 1.078
H -3.442 -0.635 -1.673
H -1.803 0.772 -0.993
H -1.330 -0.759 -0.342
H -0.782 0.865 1.232
H -2.301 1.745 1.087
H -4.100 0.090 3.340
H -3.565 1.549 2.767
H -4.227 1.485 0.103
H -4.999 0.851 -1.323
H -5.444 -0.395 1.387
H -6.776 1.197 1.521
C 4.057 -4.717 -1.640
C 3.128 -3.652 -2.214
C 2.331 -2.871 -1.160
O 1.251 -3.571 -0.573
C 1.603 -4.503 0.436
N 2.262 -4.269 -3.223
H 3.520 -5.625 -1.368
H 4.800 -5.001 -2.385
H 4.586 -4.352 -0.758
H 3.756 -2.916 -2.724
H 1.874 -2.011 -1.657
H 2.994 -2.477 -0.377
H 2.444 -4.144 1.035
H 1.843 -5.480 0.011
H 0.736 -4.627 1.085
H 1.737 -3.547 -3.706
H 1.555 -4.815 -2.737
C 1.753 4.590 -2.642
C 0.530 3.679 -2.619
C -0.120 3.527 -1.238
O 0.585 2.701 -0.332
C 1.708 3.302 0.289
N 0.890 2.383 -3.202
H 2.644 4.084 -2.276
H 1.965 4.896 -3.667
H 1.589 5.491 -2.048
H -0.226 4.136 -3.266
H -1.089 3.038 -1.376
H -0.316 4.508 -0.782
H 1.527 4.359 0.503
H 2.606 3.197 -0.323
H 1.880 2.778 1.229
H 0.049 1.823 -3.318
H 1.447 1.874 -2.521
C 3.461 2.099 -5.536
C 4.530 2.976 -4.891
C 5.892 2.943 -5.597
O 6.653 1.770 -5.390
C 6.273 0.651 -6.167
N 4.648 2.629 -3.467
H 3.579 1.049 -5.269
H 2.473 2.397 -5.192
H 3.485 2.179 -6.626
H 4.180 4.011 -4.952
H 6.503 3.752 -5.187
H 5.780 3.136 -6.673
H 5.953 0.950 -7.169
H 5.478 0.077 -5.686
H 7.146 0.005 -6.257
H 5.265 3.297 -3.013
H 5.147 1.746 -3.407
C -0.180 0.361 7.685
C -1.468 1.172 7.593
C -2.744 0.375 7.898
O -3.172 -0.499 6.874
C -2.471 -1.725 6.776
N -1.527 1.819 6.279
H -0.020 -0.253 6.799
H 0.676 1.031 7.765
H -0.181 -0.292 8.560
H -1.410 1.958 8.352
H -3.564 1.089 8.017
H -2.649 -0.169 8.849
H -2.192 -2.105 7.763
H -1.580 -1.630 6.152
H -3.135 -2.443 6.297
H -2.317 2.458 6.260
H -1.775 1.101 5.601

SMILES: [H]/N=C\C[C@H]1[C@H](CCC(N)=O)C[C@@H](O)OS1(=O)=O.COC[C@@H](C)N.COC[C@@H](C)N.COC[C@@H](C)N.COC[C@@H](C)N
Charge: 0
Frontier orbital gap in Ha: 0.3389

Entry from OMol25: a molecular structure, C15H55HgO15 at a distorted geometry (ωB97M-V with the def2-TZVPD basis set).

Atoms and positions in Å:
Hg 2.548 -1.440 0.880
C -1.150 0.362 -0.236
C 0.039 -0.381 0.341
O 0.903 0.228 1.062
O 0.231 -1.589 0.066
H -1.422 -0.056 -1.198
H -0.920 1.421 -0.296
H -1.957 0.262 0.495
C 0.901 5.018 -2.290
O -0.144 4.205 -1.751
H 1.856 4.543 -2.054
H 0.808 5.074 -3.371
H 0.886 6.012 -1.845
H 0.214 3.807 -0.926
C 3.642 -0.335 -2.418
O 2.622 -0.560 -1.456
H 4.597 -0.260 -1.904
H 3.680 -1.132 -3.168
H 3.501 0.577 -3.007
H 1.791 -0.647 -1.977
C -2.795 -2.338 -2.934
O -4.201 -2.196 -3.005
H -2.264 -1.390 -3.041
H -2.516 -2.917 -2.053
H -2.508 -2.940 -3.799
H -4.513 -1.473 -2.458
C -4.538 2.597 1.733
O -3.264 1.967 1.542
H -4.700 2.856 2.776
H -4.571 3.499 1.120
H -5.329 1.924 1.394
H -2.854 2.366 0.766
C -3.205 2.484 -2.036
O -2.522 3.102 -0.970
H -4.005 1.820 -1.701
H -3.697 3.225 -2.675
H -2.537 1.854 -2.637
H -1.854 3.705 -1.335
C 1.754 -3.603 -1.846
O 2.460 -3.441 -0.603
H 0.763 -4.022 -1.657
H 1.624 -2.654 -2.345
H 2.295 -4.299 -2.489
H 2.562 -4.320 -0.228
C 0.470 -3.092 3.052
O 1.630 -3.291 2.220
H -0.118 -2.223 2.764
H -0.178 -3.962 2.930
H 0.759 -3.059 4.105
H 1.662 -4.226 2.010
C -1.844 -0.918 2.594
O -3.204 -0.797 2.228
H -1.214 -0.876 1.695
H -1.530 -0.152 3.311
H -1.731 -1.885 3.085
H -3.385 0.136 2.019
C -0.045 3.474 1.616
O 0.868 3.084 0.586
H -0.515 4.418 1.356
H -0.824 2.713 1.727
H 0.456 3.530 2.585
H 0.976 2.116 0.640
C 3.940 1.477 1.053
O 4.317 0.085 0.955
H 3.512 1.864 0.131
H 3.267 1.590 1.899
H 4.830 2.064 1.292
H 5.248 0.067 0.712
C 0.349 1.068 -3.507
O 0.563 -0.337 -3.283
H -0.634 1.236 -3.951
H 0.336 1.574 -2.546
H 1.152 1.449 -4.139
H 0.381 -0.831 -4.087
C 3.665 -1.017 4.273
O 2.742 -0.833 3.175
H 3.256 -1.680 5.036
H 4.606 -1.384 3.883
H 3.769 -0.036 4.747
H 1.872 -0.609 3.528
C -2.264 -3.659 0.772
O -1.090 -4.048 0.083
H -2.046 -2.848 1.472
H -3.036 -3.287 0.090
H -2.708 -4.503 1.299
H -0.470 -3.309 0.121

Charge: +1
Relative energy (zero: lowest compared OMol25 entry of this formula, charge and spin) in kcal per mole: 0.0
Frontier orbital gap in Ha: 0.3108

Entry from OMol25: C3H7NO3 in the gas phase at a distorted geometry (ωB97M-V with the def2-TZVPD basis set).

Atoms and positions in Å:
C -0.158 0.627 -0.664
C 1.505 0.617 -0.889
O 2.182 -0.276 0.018
N -0.578 0.316 0.581
C -1.318 -0.696 1.051
O -1.536 -1.645 0.111
O -1.486 -0.732 2.247
H -0.623 -0.212 -1.368
H -0.493 1.695 -0.992
H 2.041 1.518 -0.640
H 1.650 0.471 -1.909
H 1.441 -0.498 0.610
H -0.338 0.866 1.360
H -2.290 -2.050 0.484

SMILES: O=C(O)NCCO
Charge: 0
Relative energy (zero: lowest compared OMol25 entry of this formula, charge and spin) in kcal per mole: 50.6
Frontier orbital gap in Ha: 0.3878